This record from the Open Molecules 2025 dataset describes C49H53GeN2O3S2Sb2W as an isolated structure in a non-equilibrium geometry. The level of theory is the ωB97M-V functional and the def2-TZVPD basis.

Calculated values
HOMO-LUMO gap (spin up / spin down)   0.250 / 0.250 hartree
Largest force on an atom   5.3 eV/A

```
! wB97M-V def2-TZVPD RIJCOSX def2/J DEFGRID3
* xyz 1 1
W -1.430 0.017 -0.571
C -2.341 3.564 1.983
C -2.206 2.155 1.480
N -1.815 1.937 0.266
N -2.048 3.050 -0.564
C -2.128 2.852 -1.836
S -1.972 1.343 -2.701
S -2.741 4.239 -2.782
C -1.273 5.244 -3.173
C -0.630 5.922 -1.984
C 0.743 5.876 -1.795
C 1.342 6.569 -0.746
C 0.567 7.314 0.125
C -0.814 7.361 -0.052
C -1.405 6.668 -1.095
C -2.858 1.066 2.285
C -3.701 1.418 3.341
C -4.515 0.485 3.956
C -4.527 -0.832 3.505
C -3.659 -1.226 2.505
C -2.797 -0.293 1.949
O -1.788 -0.670 1.146
H -1.655 4.229 1.468
H -2.144 3.594 3.055
H -3.348 3.947 1.804
H -1.709 5.991 -3.838
H -0.563 4.652 -3.745
H 1.369 5.330 -2.490
H 2.417 6.528 -0.626
H 1.033 7.873 0.927
H -1.427 7.956 0.614
H -2.480 6.706 -1.234
H -3.761 2.452 3.653
H -5.165 0.790 4.764
H -5.201 -1.556 3.944
H -3.622 -2.250 2.160
C 1.124 2.780 0.373
Sb 0.961 0.726 0.934
C 0.844 1.252 2.996
C 3.141 0.555 0.735
C 3.751 1.607 -0.142
C 4.406 2.688 0.443
C 4.970 3.696 -0.324
C 4.872 3.636 -1.707
C 4.214 2.567 -2.298
C 3.657 1.542 -1.535
C 2.985 0.394 -2.234
Sb 0.816 0.474 -2.297
C 0.525 -0.933 -3.858
C 1.026 1.986 -3.795
H 1.835 3.234 1.059
H 0.182 3.311 0.439
H 1.522 2.885 -0.630
H 0.544 2.295 3.062
H 1.832 1.123 3.437
H 0.139 0.621 3.536
H 3.379 -0.452 0.387
H 3.492 0.659 1.762
H 4.482 2.729 1.526
H 5.483 4.522 0.155
H 5.310 4.412 -2.321
H 4.156 2.507 -3.380
H 3.269 -0.566 -1.794
H 3.237 0.382 -3.294
H 1.487 -1.122 -4.330
H -0.154 -0.469 -4.570
H 0.096 -1.861 -3.496
H 1.766 1.586 -4.486
H 1.380 2.924 -3.381
H 0.077 2.125 -4.297
O -1.793 -1.435 -1.838
C -3.072 -1.282 -1.476
O -3.404 -0.168 -0.882
C -3.772 -2.527 -1.001
C -2.762 -3.585 -0.373
Ge -0.844 -3.300 0.180
C 0.500 -3.345 -1.216
C 1.799 -2.880 -1.062
C 2.806 -3.261 -1.951
C 2.514 -4.098 -3.013
C 1.210 -4.555 -3.190
C 0.217 -4.180 -2.302
C -0.271 -2.930 2.006
C 1.001 -2.487 2.365
C 1.370 -2.387 3.705
C 0.463 -2.697 4.705
C -0.801 -3.164 4.359
C -1.151 -3.304 3.024
C -0.559 -5.296 0.555
C 0.715 -5.681 1.001
C 0.990 -6.976 1.410
C -0.007 -7.947 1.370
C -1.261 -7.607 0.897
C -1.532 -6.296 0.503
H -4.304 -2.990 -1.835
H -4.518 -2.184 -0.292
H -2.608 -4.379 -1.098
H -3.239 -4.030 0.498
H 2.061 -2.266 -0.214
H 3.823 -2.923 -1.793
H 3.297 -4.405 -3.694
H 0.977 -5.230 -4.005
H -0.786 -4.569 -2.441
H 1.759 -2.302 1.619
H 2.378 -2.078 3.957
H 0.748 -2.612 5.746
H -1.509 -3.439 5.131
H -2.109 -3.752 2.780
H 1.515 -4.947 1.040
H 1.980 -7.230 1.769
H 0.200 -8.958 1.697
H -2.039 -8.358 0.833
H -2.536 -6.080 0.156
*
```

---

This record from the Open Molecules 2025 dataset describes C49H55CrN10OSSe2 as an isolated structure. The level of theory is the ωB97M-V functional and the def2-TZVPD basis.

Calculated values
HOMO-LUMO gap (spin up / spin down)   0.291 / 0.236 hartree
<S²>   6.06
Largest force on an atom   0.6 eV/A

```
! wB97M-V def2-TZVPD RIJCOSX def2/J DEFGRID3
* xyz 1 5
Cr -0.238 0.646 1.218
C 4.263 -2.402 -0.422
C 5.141 -1.255 -0.846
C 6.529 -1.382 -0.825
C 7.358 -0.360 -1.257
C 6.808 0.823 -1.733
C 5.433 0.980 -1.741
C 4.606 -0.046 -1.294
N 3.190 0.144 -1.329
C 2.430 0.411 -0.223
N 3.081 0.309 0.944
C 2.587 0.239 2.278
C 1.226 0.197 2.572
C 0.895 0.026 3.922
C 1.859 -0.074 4.911
C 3.204 0.004 4.577
C 3.591 0.160 3.258
C 5.054 0.233 2.894
N 1.152 0.724 -0.323
C 0.692 0.843 -1.683
C 0.084 -0.235 -2.315
C -0.219 -0.184 -3.667
C 0.108 0.945 -4.404
C 0.687 2.032 -3.768
C 0.971 2.010 -2.404
C 1.580 3.210 -1.732
H 4.785 -3.346 -0.570
H 3.341 -2.420 -1.005
H 3.989 -2.342 0.635
H 6.960 -2.314 -0.481
H 8.431 -0.490 -1.235
H 7.445 1.621 -2.091
H 4.987 1.899 -2.101
H 2.788 0.448 -2.204
H 4.070 0.133 0.848
H -0.145 -0.056 4.207
H 1.561 -0.215 5.942
H 3.964 -0.062 5.346
H 5.664 0.271 3.794
H 5.286 1.125 2.305
H 5.385 -0.639 2.319
H -0.122 -1.133 -1.745
H -0.685 -1.036 -4.145
H -0.103 0.987 -5.464
H 0.919 2.926 -4.335
H 1.526 4.082 -2.382
H 2.632 3.049 -1.480
H 1.053 3.435 -0.807
Se -3.571 -1.000 4.738
Se -2.265 1.109 2.776
C -1.129 2.623 2.879
C -1.298 3.739 3.695
C -0.357 4.746 3.641
C 0.742 4.621 2.792
C 0.848 3.486 2.022
N -0.081 2.526 2.047
C -2.517 -2.550 4.385
C -3.084 -3.820 4.517
C -2.282 -4.920 4.287
C -0.952 -4.728 3.926
C -0.492 -3.428 3.812
N -1.254 -2.355 4.029
H -2.153 3.786 4.356
H -0.463 5.624 4.265
H 1.510 5.380 2.745
H 1.696 3.318 1.371
H -4.121 -3.929 4.806
H -2.688 -5.918 4.390
H -0.289 -5.565 3.754
H 0.541 -3.221 3.555
C -3.345 2.583 -4.359
C -2.991 2.802 -2.891
C -3.586 1.705 -2.028
S -3.123 1.656 -0.287
O -1.608 1.513 -0.281
C -3.499 3.350 0.231
C -2.334 4.328 0.130
C -2.784 5.731 0.532
H -2.832 3.306 -4.993
H -4.418 2.694 -4.528
H -3.056 1.583 -4.687
H -3.371 3.775 -2.574
H -1.908 2.809 -2.759
H -3.286 0.719 -2.396
H -4.680 1.734 -2.013
H -3.824 3.254 1.269
H -4.357 3.666 -0.367
H -1.921 4.337 -0.878
H -1.530 3.996 0.787
H -3.559 6.107 -0.138
H -1.946 6.427 0.501
H -3.188 5.735 1.546
C -3.050 -1.676 0.629
C -1.638 -2.126 0.552
N -0.559 -1.391 0.777
C 0.533 -2.227 0.648
C 0.111 -3.470 0.331
N -1.265 -3.392 0.254
C -2.118 -4.514 -0.119
N -2.915 -4.212 -1.268
N -4.270 -4.146 -1.179
N -4.755 -3.834 -2.314
C -3.709 -3.677 -3.208
C -3.716 -3.344 -4.564
C -2.495 -3.263 -5.195
C -1.290 -3.509 -4.501
C -1.270 -3.836 -3.163
C -2.516 -3.920 -2.537
H -3.205 -1.129 1.557
H -3.742 -2.515 0.623
H -3.296 -1.017 -0.203
H 1.537 -1.890 0.836
H 0.648 -4.385 0.152
H -2.785 -4.807 0.690
H -1.445 -5.339 -0.351
H -4.646 -3.163 -5.085
H -2.452 -3.016 -6.247
H -0.355 -3.443 -5.042
H -0.341 -4.016 -2.638
*
```